8
Properties=species:S:1:pos:R:3:mulliken_charge:R:1 method="wB97M-V/def2-TZVPD" s2=2.011 molar_mass_g_mol=108.1 spin_multiplicity=3 charge=-1 de_lowest_ev=0.845 max_force_ev_per_a=4.0 e_tot_ev=-19428.20845
N -1.294 0.330 -0.975 0.0261
N 0.862 -0.098 0.300 -0.1649
N 0.886 0.006 1.595 -0.1122
O 1.761 -0.492 2.406 -0.5018
O -1.262 1.366 -1.629 -0.4016
S -2.387 -0.819 -1.280 -0.5100
H -0.212 0.176 -0.163 0.5005
H 1.647 -0.469 -0.254 0.1639